i.
Density functional theory data (ωB97M-V/def2-TZVPD) for an isolated ion of composition C3H3F3N3 and charge +1.

Geometry (Å):
H: -1.6326 0.7940 -1.0047
N: -0.6314 0.8937 -1.2916
C: 0.4672 0.5863 -1.0332
N: 1.1272 -0.4194 0.2706
C: 0.1703 -0.3836 1.1555
N: -0.9199 -0.1967 1.6259
C: -1.7232 -0.3336 2.7439
F: -1.0579 -0.9666 3.6746
F: -2.9060 -0.9671 2.6072
F: -2.0868 0.8582 3.3422
H: 1.4163 0.7550 -1.4936
H: 1.7052 -0.8295 0.9354

Results
Orbital gap ... 10.81 eV
Net charge ... +1
Multiplicity ... 1
SMILES string ... [H]/N=C\NC#[N+]C(F)(F)F
Molecular weight ... 138.07 g mol⁻¹


ii.
Density functional theory data (ωB97M-V/def2-TZVPD) for an isolated ion of composition C3H3F3N3 and charge +1.

Geometry (Å):
C: 0.3228 1.0835 0.6193
C: -1.6116 -0.1527 -0.1414
C: 1.4888 0.1635 0.1815
N: -0.9078 0.8394 0.5286
N: -1.7096 -0.1312 -1.3953
N: 1.3439 -1.1673 0.7084
F: 0.7677 2.1988 1.1683
F: -2.3804 -0.8838 0.6757
F: 1.3733 -2.1150 -0.1443
H: 1.3952 0.3006 -1.0103
H: 2.4614 0.4526 0.6239
H: -2.5437 -0.5883 -1.8142

Results
Orbital gap (spin up / spin down) ... 4.84 / 10.22 eV
Net charge ... +1
Multiplicity ... 1
Molecular weight ... 138.07 g mol⁻¹


i is favored, and the nearest alternative lies 81.8 kcal/mol above it.


i.
Density functional theory data (ωB97M-V/def2-TZVPD) for one molecule with the formula C3H8S2.

Geometry (Å):
C: 0.0227 -0.4037 2.2624
C: 0.9497 0.4258 1.4178
S: 1.0408 -0.0671 -0.3347
S: -0.7649 0.5503 -1.0799
C: -1.8492 -0.8649 -0.9397
H: 0.4069 -1.4224 2.3267
H: -0.9804 -0.4857 1.8437
H: -0.0468 0.0215 3.2649
H: 0.7122 1.4817 1.4201
H: 1.9816 0.3017 1.7803
H: -2.1771 -1.0807 0.0766
H: -2.7243 -0.5863 -1.5306
H: -1.4305 -1.7642 -1.3917

Results
Orbital gap ... 9.78 eV
Net charge ... 0
Multiplicity ... 1
SMILES string ... CCSSC
Molecular weight ... 108.23 g mol⁻¹


ii.
Density functional theory data (ωB97M-V/def2-TZVPD) for one molecule with the formula C3H8S2.

Geometry (Å):
C: -1.9216 -0.4602 0.4261
C: -0.4209 -0.3798 0.7832
C: 0.3637 0.2440 -0.3414
S: 2.1254 0.1939 0.0948
S: 2.7861 1.1664 -1.6378
H: -2.1071 -1.2433 -0.3127
H: -2.4787 -0.8178 1.2959
H: -2.2529 0.5325 0.1266
H: -0.0919 -1.3868 1.0155
H: -0.3814 0.1330 1.7159
H: 0.0874 1.2905 -0.5069
H: 0.1971 -0.3213 -1.2588
H: 4.0948 1.0490 -1.4005

Results
Orbital gap ... 8.69 eV
Net charge ... 0
Multiplicity ... 1
SMILES string ... CCCSS
Molecular weight ... 108.23 g mol⁻¹


iii.
Density functional theory data (ωB97M-V/def2-TZVPD) for one molecule with the formula C3H8S2.

Geometry (Å):
C: 0.1332 -0.7726 -2.6481
C: -0.3043 -1.0243 -1.2088
S: -0.5640 0.5958 -0.4399
S: -0.2869 0.4242 1.5726
C: 1.4117 -0.1918 1.7388
H: 1.0712 -0.2210 -2.7005
H: -0.6037 -0.2794 -3.2823
H: 0.3348 -1.7562 -3.0643
H: -1.1635 -1.6917 -1.1873
H: 0.5329 -1.4991 -0.6988
H: 1.5454 -0.8364 2.6032
H: 1.7552 -0.7168 0.8537
H: 2.0422 0.6818 1.9227

Results
Orbital gap ... 9.15 eV
Net charge ... 0
Multiplicity ... 1
SMILES string ... CCSSC
Molecular weight ... 108.23 g mol⁻¹


i is favored, and the nearest alternative lies 6.2 kcal/mol above it.


i.
Density functional theory data (ωB97M-V/def2-TZVPD) for a 2-piece molecular cluster, C7H9ClN2 overall.

Geometry (Å):
C: 2.9352 -0.3138 -0.4725
C: 1.7051 -0.3286 -1.0746
C: 1.6232 0.3792 1.0322
C: -2.5295 -0.0557 1.3553
C: -1.2232 -0.2562 1.0995
C: -1.1070 0.8254 -1.2461
C: -0.5457 0.1403 -0.0705
N: 2.8986 0.1983 0.8007
N: 0.8571 -0.0168 -0.0179
Cl: -0.7778 -2.3659 -0.9906
H: 3.9940 -0.7119 -0.6906
H: 1.4101 -0.7751 -1.9303
H: 1.3209 0.6784 2.0126
H: -2.8966 -0.4709 2.2329
H: -3.2687 0.7150 0.7941
H: -0.6218 -0.6910 1.9234
H: -2.1350 0.7405 -1.2006
H: -0.9324 1.9681 -1.3745
H: -0.7064 0.3408 -2.1825

Results
Orbital gap (spin up / spin down) ... 6.75 / 6.75 eV
Net charge ... 0
Multiplicity ... 1
Molecular weight ... 156.62 g mol⁻¹


ii.
Density functional theory data (ωB97M-V/def2-TZVPD) for one molecule with the formula C7H9ClN2.

Geometry (Å):
C: 2.9932 -0.3231 1.1102
C: 2.4772 0.0500 -0.0157
C: 1.0387 0.6063 -0.2724
C: -0.1292 -0.6133 -0.7332
Cl: 0.6525 -1.9466 -1.6324
N: -0.6732 -1.2449 0.4458
C: -1.7691 -0.7813 0.8572
C: -2.3982 0.4829 0.2513
C: -1.9822 0.6138 -1.1340
N: -0.9944 0.0809 -1.6738
H: 3.9805 -0.7540 1.2379
H: 2.4322 -0.2841 1.9737
H: 2.9387 0.0933 -0.9519
H: 0.6105 0.7959 0.6971
H: 1.0197 1.3963 -0.9315
H: -2.2427 -1.2980 1.6801
H: -3.4856 0.6277 0.2049
H: -1.9169 1.3416 0.8014
H: -2.5517 1.1565 -1.9146

Results
Orbital gap ... 10.29 eV
Net charge ... 0
Multiplicity ... 1
SMILES string ... C=CCC1(Cl)N=CCC=N1
Molecular weight ... 156.62 g mol⁻¹


ii is favored, and the nearest alternative lies 15.1 kcal/mol above it.


i.
Density functional theory data (ωB97M-V/def2-TZVPD) for an isolated ion of composition C8H16NO and charge +1.

Geometry (Å):
C: -3.3974 0.6378 0.0971
C: -2.2090 -0.2517 0.1198
O: -2.4240 -1.5422 0.4540
C: -0.8687 0.2185 -0.0686
C: -0.7740 1.6670 -0.5228
C: 0.5335 -0.4508 -0.0458
C: 0.4348 -1.9183 -0.4130
C: 1.8706 0.0030 0.1184
C: 2.3596 1.3065 0.6440
N: 2.9542 -0.9958 -0.0250
H: -4.0346 0.3922 0.9483
H: -3.9768 0.4723 -0.8128
H: -3.1448 1.6871 0.1559
H: -3.3585 -1.6918 0.6514
H: -0.8971 2.3662 0.3045
H: -1.5375 1.8840 -1.2634
H: 0.1837 1.8583 -0.9949
H: 0.8569 -2.0981 -1.4049
H: -0.6023 -2.2265 -0.4499
H: 0.9356 -2.5699 0.3053
H: 2.8817 1.1589 1.5918
H: 1.5329 1.9805 0.8298
H: 3.0425 1.7953 -0.0537
H: 2.8796 -1.4866 -0.9269
H: 2.9139 -1.7051 0.7217
H: 3.8451 -0.4908 0.0400

Results
Orbital gap ... 8.07 eV
Net charge ... +1
Multiplicity ... 1
SMILES string ... C/C(O)=C(C)/C(C)=C(\C)[NH3+]
Molecular weight ... 142.22 g mol⁻¹


ii.
Density functional theory data (ωB97M-V/def2-TZVPD) for an isolated ion of composition C8H16NO and charge +1.

Geometry (Å):
C: -1.5318 -0.4764 1.0934
C: -1.4956 0.2886 -1.3903
C: -0.2578 0.4981 -2.2766
C: -1.6039 0.1938 -0.1280
C: -0.0062 -0.6853 -3.1717
C: 0.1771 1.6257 1.9237
C: 2.0795 0.2548 0.8741
C: 0.0204 -0.7207 1.6296
N: 0.7817 0.4205 1.4296
O: 0.6102 -1.8547 0.9608
H: -2.0014 0.1073 1.9155
H: -1.7531 -1.5825 0.9202
H: -2.4605 0.4770 -1.8887
H: 0.6221 0.6758 -1.7583
H: 0.9052 -0.6602 -3.6221
H: -0.8689 -0.9808 -3.8690
H: 0.0205 -1.4671 -2.3814
H: -0.7533 1.8701 1.4224
H: -0.1045 1.4471 2.9881
H: 1.0119 2.3499 1.9472
H: 2.7623 -0.4318 1.4872
H: 1.8908 -0.0570 -0.1448
H: 2.5336 1.2273 1.1355
H: -0.2063 -1.1019 2.6419
H: -0.4994 1.2955 -2.8698
H: 0.1277 -2.7135 1.1315

Results
Orbital gap ... 6.63 eV
Net charge ... +1
Multiplicity ... 1
Molecular weight ... 142.22 g mol⁻¹


i is favored, and the nearest alternative lies 84.2 kcal/mol above it.


i.
Density functional theory data (ωB97M-V/def2-TZVPD) for one molecule with the formula C5H12FP.

Geometry (Å):
C: -1.3425 -1.5173 -0.2685
C: -0.0521 -1.0265 -0.4690
C: 0.2465 -0.9841 -2.0555
P: 0.3309 0.4181 0.6267
C: 1.8459 1.3215 0.1188
C: -0.8238 1.3660 1.9869
F: 0.8667 -0.7784 1.8974
H: -2.1083 -0.7936 -0.7194
H: -1.6356 -1.7015 0.7829
H: -1.4225 -2.4598 -0.9398
H: 0.2041 -1.9234 -2.7427
H: -0.4346 -0.3004 -2.4533
H: 1.2151 -0.5276 -2.1347
H: 1.7291 2.3840 0.2444
H: 2.6958 1.0082 0.8274
H: 2.0107 1.1029 -0.9565
H: -0.9712 2.1611 1.3808
H: -1.7952 0.7464 1.8564
H: -0.5588 1.5045 3.0179

Results
Orbital gap ... 7.36 eV
Net charge ... 0
Multiplicity ... 1
SMILES string ... CC(C)=P(C)(C)F
Molecular weight ... 122.12 g mol⁻¹


ii.
Density functional theory data (ωB97M-V/def2-TZVPD) for one molecule with the formula C5H12FP.

Geometry (Å):
C: 2.0630 -1.2416 -0.5925
C: 1.5581 -0.1674 0.3369
F: 2.5567 0.8060 0.4808
P: -0.0605 0.3661 0.0410
C: -0.4108 1.9405 0.8150
C: -0.9082 -1.0573 1.0213
C: -1.3648 0.3603 -1.4374
H: 1.2328 -1.9216 -0.6949
H: 2.5160 -0.8634 -1.5245
H: 2.8491 -1.8329 -0.2090
H: 0.0898 1.8238 1.7204
H: -1.4836 1.8573 1.2134
H: -0.1723 2.7653 0.2352
H: -1.9214 -0.6952 0.9932
H: -1.0389 -1.9910 0.5493
H: -0.5368 -0.9912 2.0001
H: -2.2406 0.7886 -1.0268
H: -1.0441 0.8055 -2.3189
H: -1.6834 -0.7518 -1.6025

Results
Orbital gap ... 7.49 eV
Net charge ... 0
Multiplicity ... 1
SMILES string ... CC(F)=P(C)(C)C
Molecular weight ... 122.12 g mol⁻¹


ii is favored, and the nearest alternative lies 4.5 kcal/mol above it.


i.
Density functional theory data (ωB97M-V/def2-TZVPD) for a 2-piece molecular cluster, CH3NO overall.

Geometry (Å):
C: -1.6687 -0.1038 -0.3462
N: 1.2623 -0.0108 0.0298
O: -2.6162 -0.3034 0.2432
H: 1.4404 0.6076 0.8102
H: 1.2097 0.4454 -0.9244
H: 0.3726 -0.6350 0.1874

Results
Orbital gap ... 10.65 eV
Net charge ... 0
Multiplicity ... 1
Molecular weight ... 45.04 g mol⁻¹


ii.
Density functional theory data (ωB97M-V/def2-TZVPD) for one molecule with the formula CH3NO.

Geometry (Å):
C: 0.2793 -0.8448 -0.1255
N: 0.3413 0.2545 0.5774
O: -0.5499 1.1532 -0.0561
H: -0.4171 -0.8142 -0.9816
H: 0.9747 -1.6563 0.0287
H: -0.6282 1.9075 0.5571

Results
Orbital gap ... 11.28 eV
Net charge ... 0
Multiplicity ... 1
SMILES string ... C=NO
Molecular weight ... 45.04 g mol⁻¹


i is favored, and the nearest alternative lies 34.2 kcal/mol above it.